Density functional theory data (ωB97M-V/def2-TZVPD) for a single C2H3NS2 molecule.

Each atom is followed by the atoms it is bonded to, with distances in Å.
Cartesian coordinates (Å):
1 C 1.810 -0.287 -0.385  N2 1.277, H6 1.139, H7 1.102
2 N 0.889 0.073 0.423  C1 1.277, S3 1.743
3 S -0.441 1.037 -0.160  N2 1.743, C4 1.716
4 C -1.853 0.280 0.455  S3 1.716, S5 1.632, H8 1.149
5 S -3.284 -0.006 -0.275  C4 1.632
6 H 1.892 -0.074 -1.500  C1 1.139
7 H 2.698 -0.853 -0.061  C1 1.102
8 H -1.712 -0.170 1.502  C4 1.149

Frontier orbital gap in eV: 8.262
Relative energy (zero: lowest compared OMol25 entry of this formula, charge and spin) in kJ/mol: 154.59
HOMO level in eV: -8.91
LUMO in eV: -0.6
Multiplicity: 1
SMILES string: C=NSC=S

***

Density functional theory data (ωB97M-V/def2-TZVPD) for a 2-piece molecular cluster, C2H3NS3 overall.

Each atom is followed by the atoms it is bonded to, with distances in Å.
Cartesian coordinates (Å):
1 C 1.675 -1.401 1.483  S4 1.555, S5 1.564
2 C -0.801 0.047 -0.677  N3 1.294, H7 1.148, H8 1.163
3 N -0.840 1.284 -1.057  C2 1.294, S6 1.657, H9 0.943
4 S 1.771 -0.103 2.334  C1 1.555
5 S 1.571 -2.881 0.989  C1 1.564
6 S -0.786 2.569 -0.013  N3 1.657
7 H -0.701 -0.333 0.402  C2 1.148
8 H -0.943 -0.752 -1.511  C2 1.163
9 H -0.945 1.570 -1.950  N3 0.943

Frontier orbital gap in eV: 7.608
Relative energy (zero: lowest compared OMol25 entry of this formula, charge and spin) in kJ/mol: 186.50
HOMO level in eV: -8.04
LUMO in eV: -0.4
Multiplicity: 1